# 1
Molecular formula: C19H66N14O14
Method: DFT, wB97M-V/def2-TZVPD

```
! wB97M-V def2-TZVPD RIJCOSX def2/J DEFGRID3
* xyz 0 1
O 5.01 -3.05 1.54
H 4.87 -2.11 1.38
H 4.66 -3.51 0.76
O -0.32 -3.28 1.21
H 0.02 -2.69 0.54
H 0.39 -3.31 1.88
O 0.85 1.85 5.14
H 1.23 2.08 4.28
H 0.08 1.31 4.92
C 4.63 0.67 0.41
O 4.21 -0.48 0.26
N 4.19 1.53 1.39
N 5.60 1.21 -0.36
H 4.72 2.37 1.51
H 3.35 1.44 1.95
H 5.91 0.60 -1.09
H 5.95 2.12 -0.17
C -0.12 4.13 -4.17
O -0.97 4.95 -3.83
N 0.40 3.99 -5.41
N 0.43 3.33 -3.19
H -0.03 4.42 -6.21
H 1.09 3.29 -5.63
H 0.05 3.59 -2.30
H 1.43 3.26 -3.30
C 1.35 0.70 -6.28
O 0.26 0.68 -6.88
N 2.45 0.43 -7.01
N 1.53 0.79 -4.93
H 3.34 0.39 -6.55
H 2.32 0.10 -7.94
H 2.48 0.91 -4.66
H 0.79 0.88 -4.25
C 0.93 3.33 1.66
O 1.30 2.48 2.48
N -0.37 3.69 1.49
N 1.76 3.90 0.74
H -0.61 4.15 0.63
H -1.12 3.21 1.99
H 2.73 3.63 0.81
H 1.47 4.57 0.06
C 1.57 -2.18 4.37
O 0.97 -3.03 3.70
N 2.23 -2.40 5.51
N 1.84 -0.94 3.87
H 2.03 -3.17 6.13
H 2.72 -1.63 5.93
H 2.39 -0.30 4.42
H 1.78 -0.69 2.90
C -2.62 -2.21 4.65
O -3.63 -1.65 5.10
N -2.39 -3.56 4.78
N -1.61 -1.53 4.08
H -2.95 -3.86 5.57
H -1.46 -3.89 4.59
H -1.84 -0.60 3.77
H -0.86 -2.00 3.58
C 3.06 -4.94 -1.44
O 3.85 -5.30 -0.57
N 2.28 -3.85 -1.26
N 2.83 -5.56 -2.62
H 2.20 -3.48 -0.33
H 1.50 -3.69 -1.88
H 3.11 -6.51 -2.78
H 2.33 -5.10 -3.36
C -4.44 3.59 0.20
C -4.05 2.31 -0.55
C -2.85 2.52 -1.47
O -3.63 1.33 0.39
H -3.56 4.03 0.68
H -5.18 3.32 0.95
H -4.79 4.41 -0.43
H -4.94 2.01 -1.11
H -2.84 1.66 -2.13
H -1.88 2.57 -0.97
H -3.00 3.43 -2.06
H -3.52 0.49 -0.05
C -3.88 3.85 4.12
C -3.30 2.45 4.17
C -4.37 1.36 4.03
O -2.42 2.37 3.01
H -3.15 4.58 4.48
H -4.59 3.78 4.96
H -4.36 4.14 3.19
H -2.70 2.33 5.07
H -4.57 0.97 5.03
H -3.94 0.43 3.64
H -5.20 1.45 3.33
H -3.04 2.19 2.29
C 0.19 -0.13 -1.29
C 0.73 0.06 0.12
C -0.37 0.10 1.15
O 1.53 -1.08 0.42
H -0.33 -1.03 -1.63
H 1.04 -0.06 -1.97
H -0.42 0.75 -1.56
H 1.32 0.98 0.15
H -0.06 0.31 2.18
H -1.03 -0.77 1.18
H -1.08 0.90 0.90
H 2.48 -0.92 0.31
C -1.30 -5.24 -3.54
C -0.72 -4.39 -4.69
C -1.41 -3.04 -4.75
O 0.68 -4.31 -4.42
H -1.22 -4.65 -2.63
H -0.64 -6.09 -3.35
H -2.33 -5.54 -3.74
H -0.83 -4.88 -5.67
H -2.44 -3.15 -5.10
H -0.78 -2.40 -5.36
H -1.52 -2.47 -3.82
H 1.11 -3.96 -5.21
*
```

The value obtained for the HOMO-LUMO gap is 0.3172 hartree. The calculation puts the HOMO energy at -9.2 eV. The LUMO energy comes out at -0.6 eV. As for the total energy: -70307.11313 eV. The value obtained for the energy above the lowest of the compared OMol25 structures with the same formula, charge and spin is 0.0 kcal per mole.

***

# 2
Molecular formula: C19H66N2O14
Method: DFT, wB97M-V/def2-TZVPD

```
! wB97M-V def2-TZVPD RIJCOSX def2/J DEFGRID3
* xyz 0 1
C -0.21 -2.00 -3.47
C -0.22 -1.46 -4.84
O -0.12 -2.51 -5.78
H -0.89 -2.81 -3.39
H -0.56 -1.28 -2.62
H 0.72 -2.30 -3.11
H 0.59 -0.72 -5.10
H -1.13 -0.90 -5.00
H -0.03 -2.16 -6.67
C 4.38 -0.62 2.53
C 4.19 0.31 1.28
O 2.95 -0.09 0.72
H 5.37 -0.55 2.96
H 4.37 -1.68 2.31
H 3.67 -0.39 3.32
H 5.00 0.19 0.56
H 4.16 1.40 1.51
H 3.12 -1.00 0.54
C -4.63 -0.08 -1.10
C -4.01 -1.50 -0.95
O -3.06 -1.58 -1.90
H -3.90 0.74 -0.87
H -5.47 0.09 -0.38
H -5.11 0.10 -2.11
H -4.80 -2.24 -1.06
H -3.49 -1.53 -0.04
H -2.29 -1.14 -1.58
C 0.62 1.90 -3.72
C -0.69 2.53 -3.34
O -1.75 1.67 -3.55
H 0.45 1.55 -4.72
H 0.80 1.08 -2.99
H 1.44 2.59 -3.73
H -0.87 3.36 -4.04
H -0.68 2.96 -2.30
H -1.66 1.41 -4.46
C -3.29 1.80 3.59
C -3.07 0.63 2.56
O -2.94 -0.55 3.31
H -4.18 1.71 4.22
H -3.35 2.80 3.09
H -2.45 1.76 4.27
H -2.21 0.86 1.97
H -3.85 0.46 1.80
H -2.98 -1.32 2.72
C 0.61 -1.37 3.07
O 1.60 -2.30 3.06
N -0.39 -1.38 3.87
N 0.69 -0.29 2.31
H -0.49 -2.08 4.61
H -1.31 -0.91 3.65
H 1.62 -0.24 1.87
H 0.33 0.56 2.62
C -0.14 0.19 -0.63
O -0.95 -0.53 0.24
H 0.12 1.06 -0.04
H -0.69 0.46 -1.47
H 0.83 -0.31 -0.94
H -0.43 -0.62 1.11
C -2.03 -3.89 2.84
O -2.41 -2.81 1.98
H -2.15 -4.79 2.22
H -2.67 -4.12 3.69
H -1.03 -3.76 3.22
H -1.82 -2.88 1.25
C 1.53 3.88 -0.15
O 2.05 2.95 0.79
H 2.36 4.40 -0.64
H 0.88 4.71 0.20
H 0.88 3.41 -0.91
H 2.72 2.37 0.45
C 3.96 1.04 -2.18
O 4.04 2.22 -1.45
H 2.99 0.54 -2.15
H 4.53 0.35 -1.58
H 4.50 1.05 -3.07
H 3.89 2.93 -2.11
C 0.13 2.96 3.55
O -0.09 2.28 2.34
H -0.72 2.85 4.25
H 0.26 4.03 3.44
H 1.03 2.58 3.98
H 0.74 2.40 1.85
C 0.01 -3.79 -0.73
O 0.18 -3.30 0.57
H -0.33 -4.83 -0.55
H 1.00 -3.75 -1.22
H -0.72 -3.27 -1.29
H 0.91 -2.66 0.52
C 3.35 -2.57 -0.99
O 2.93 -2.71 0.30
H 3.37 -3.58 -1.48
H 4.31 -2.12 -1.11
H 2.62 -1.87 -1.46
H 3.38 -3.49 0.70
C -2.56 3.19 -0.04
O -1.58 3.89 0.64
H -2.31 2.65 -0.93
H -3.21 3.93 -0.44
H -3.11 2.48 0.59
H -1.15 3.37 1.32
*
```

The value obtained for the HOMO-LUMO gap is 0.3359 hartree. The calculation puts the HOMO energy at -8.8 eV. The LUMO energy comes out at 0.4 eV. As for the total energy: -52412.85952 eV. The value obtained for the energy above the lowest of the compared OMol25 structures with the same formula, charge and spin is 0.0 kcal per mole.

***

# 3
Molecular formula: C19H68N14O15
Method: DFT, wB97M-V/def2-TZVPD

```
! wB97M-V def2-TZVPD RIJCOSX def2/J DEFGRID3
* xyz 0 1
C -2.75 -0.64 -6.43
C -1.44 -0.82 -5.78
O -1.15 0.19 -4.80
H -2.95 -1.40 -7.21
H -2.84 0.39 -6.86
H -3.62 -0.76 -5.81
H -0.67 -0.76 -6.54
H -1.49 -1.81 -5.27
H -0.60 -0.30 -4.13
C -3.71 -0.57 -2.88
C -4.29 -1.18 -1.69
O -3.26 -1.68 -0.94
H -3.01 0.34 -2.78
H -4.55 -0.26 -3.55
H -3.36 -1.43 -3.48
H -5.02 -1.93 -1.99
H -4.84 -0.40 -1.11
H -3.57 -1.89 -0.02
C 1.29 3.12 2.80
C 2.54 3.59 3.53
O 3.46 4.17 2.65
H 0.75 3.96 2.43
H 0.54 2.56 3.37
H 1.43 2.45 1.97
H 3.07 2.73 3.94
H 2.26 4.19 4.42
H 4.15 3.54 2.46
C 0.82 -0.42 3.83
C 1.71 -1.48 3.11
O 2.36 -0.76 2.10
H 1.33 0.51 4.20
H 0.38 -0.82 4.71
H 0.02 0.00 3.26
H 1.02 -2.26 2.78
H 2.40 -1.95 3.77
H 3.09 -1.26 1.81
C -1.69 -2.78 4.35
O -1.57 -3.69 5.40
N -1.32 -3.06 3.14
N -2.19 -1.58 4.58
H -1.08 -4.08 3.08
H -1.24 -2.32 2.42
H -2.78 -1.56 5.42
H -2.49 -0.88 3.80
C 3.34 0.10 -2.01
O 4.61 0.53 -2.55
N 2.21 0.08 -2.64
N 3.13 -0.29 -0.76
H 2.23 0.32 -3.67
H 1.30 -0.43 -2.37
H 4.08 -0.45 -0.27
H 2.19 -0.40 -0.29
C -0.24 -2.85 -2.75
O -0.04 -1.50 -2.90
N 0.60 -3.76 -2.86
N -1.43 -3.33 -2.43
H 1.62 -3.39 -2.94
H 0.52 -4.73 -2.52
H -2.04 -2.55 -2.21
H -1.53 -4.15 -1.85
C 0.26 2.77 -1.92
O -0.61 1.91 -2.62
N 1.40 2.41 -1.44
N -0.03 3.98 -1.57
H 1.69 1.43 -1.78
H 2.25 2.96 -1.80
H -0.99 4.36 -1.84
H 0.46 4.54 -0.84
C -0.52 -0.25 0.22
O -1.00 -1.28 1.05
N -1.27 0.20 -0.70
N 0.65 0.33 0.34
H -2.15 -0.33 -0.78
H -1.02 0.86 -1.46
H 1.11 -0.06 1.25
H 0.86 1.23 -0.11
C 4.91 2.28 0.80
O 4.92 2.60 -0.53
N 4.20 1.37 1.35
N 5.68 2.90 1.60
H 3.41 0.95 0.81
H 4.39 1.11 2.35
H 6.19 3.63 1.16
H 5.88 2.73 2.61
C 2.21 5.66 -0.14
O 2.74 6.66 0.71
N 2.04 4.45 0.21
N 1.95 5.84 -1.38
H 2.44 4.26 1.17
H 1.72 3.62 -0.36
H 2.16 6.76 -1.71
H 1.29 5.31 -2.00
C -1.85 3.07 1.04
O -2.50 1.82 1.09
H -0.77 2.94 0.92
H -2.08 3.73 1.83
H -2.23 3.62 0.14
H -2.17 1.31 0.36
C -4.76 -2.06 2.68
O -3.73 -2.23 1.69
H -4.55 -1.27 3.37
H -4.97 -2.96 3.35
H -5.76 -1.91 2.14
H -2.99 -2.48 2.22
C -2.50 -4.52 0.35
O -1.88 -5.50 -0.49
H -3.53 -4.32 0.01
H -1.79 -3.67 0.35
H -2.50 -4.84 1.38
H -2.47 -6.24 -0.50
C 1.34 -3.39 0.47
O 2.70 -3.17 0.86
H 0.71 -3.69 1.30
H 1.34 -4.16 -0.27
H 0.83 -2.58 -0.09
H 3.27 -2.94 0.09
*
```

The value obtained for the HOMO-LUMO gap is 0.3146 hartree. The calculation puts the HOMO energy at -8.6 eV. The LUMO energy comes out at -0.1 eV. As for the total energy: -72373.27116 eV. The value obtained for the energy above the lowest of the compared OMol25 structures with the same formula, charge and spin is 95.1 kcal per mole.

***

# 4
Molecular formula: C19H70O21
Method: DFT, wB97M-V/def2-TZVPD

```
! wB97M-V def2-TZVPD RIJCOSX def2/J DEFGRID3
* xyz 0 1
O -0.98 -0.20 3.52
H -0.76 -0.46 4.40
H -0.33 -0.61 2.89
O -2.59 0.98 -1.31
H -3.44 1.31 -0.93
H -1.93 1.53 -0.84
O 4.24 0.06 -0.31
H 3.43 -0.30 -0.75
H 4.98 0.09 -0.92
O 0.02 -0.40 0.95
H -0.04 0.53 0.73
H -0.46 -0.97 0.28
O 1.99 -2.71 -3.53
H 2.08 -2.07 -2.75
H 1.75 -2.15 -4.33
O -0.48 2.25 0.16
H -0.46 2.52 1.09
H 0.23 2.69 -0.36
O -2.81 1.98 -3.87
H -2.84 1.43 -3.07
H -3.65 1.95 -4.34
O 0.62 -0.91 5.87
H 0.86 -0.90 6.78
H 1.30 -0.47 5.33
C -0.18 2.78 4.93
C -1.40 3.12 4.16
C -1.48 4.65 3.99
O -1.46 2.36 2.95
H -0.21 3.33 5.93
H 0.66 3.10 4.38
H -0.14 1.67 5.07
H -2.29 2.79 4.70
H -2.23 4.92 3.23
H -0.50 5.10 3.78
H -1.80 4.96 5.03
H -1.13 1.45 3.19
C -0.98 0.18 -5.64
C 0.06 1.22 -5.18
C 1.30 1.17 -6.02
O -0.48 2.54 -5.30
H -0.52 -0.80 -5.46
H -1.12 0.20 -6.72
H -1.94 0.20 -5.12
H 0.30 1.00 -4.13
H 1.12 1.05 -7.08
H 1.75 0.17 -5.79
H 2.01 1.99 -5.80
H -1.28 2.59 -4.75
C 2.32 2.48 -2.93
C 2.76 3.27 -1.74
C 3.54 4.50 -2.08
O 1.52 3.71 -0.95
H 3.25 2.09 -3.36
H 1.77 3.10 -3.66
H 1.68 1.68 -2.60
H 3.33 2.66 -1.07
H 3.69 5.06 -1.13
H 2.99 5.08 -2.86
H 4.53 4.24 -2.42
H 1.06 4.36 -1.47
C 2.61 -2.81 -0.52
C 3.06 -2.87 0.90
O 2.01 -2.38 1.80
O 2.14 -1.54 -1.00
H 1.78 -3.52 -0.53
H 3.35 -3.23 -1.20
H 4.00 -2.48 1.21
H 3.04 -3.90 1.04
H 1.50 -1.69 1.42
H 1.16 -1.46 -0.95
C -3.52 -0.08 1.90
C -4.84 -0.12 1.06
O -4.99 1.05 0.29
O -3.55 -1.22 2.79
H -3.40 0.95 2.37
H -2.61 -0.26 1.24
H -5.49 -0.28 1.91
H -4.97 -0.94 0.39
H -5.36 1.74 0.86
H -2.65 -1.30 3.17
C -1.88 -3.11 -3.26
C -1.82 -1.94 -2.27
O -0.79 -2.18 -1.25
O -0.80 -3.16 -4.13
H -2.78 -2.93 -3.88
H -2.02 -4.08 -2.78
H -2.73 -1.81 -1.72
H -1.57 -0.98 -2.75
H -1.11 -2.92 -0.72
H 0.09 -3.25 -3.75
C -3.39 -4.94 1.75
C -1.99 -4.46 1.73
O -1.51 -4.49 0.36
O -3.56 -6.20 1.09
H -3.99 -4.24 1.12
H -3.97 -4.89 2.68
H -1.31 -5.12 2.26
H -2.03 -3.40 2.07
H -1.69 -5.41 0.08
H -3.43 -6.93 1.70
C 3.10 0.70 3.39
C 4.55 0.74 3.03
O 4.87 -0.42 2.31
O 2.76 -0.53 4.06
H 2.51 0.80 2.48
H 2.79 1.53 4.01
H 5.09 0.73 4.01
H 4.77 1.64 2.51
H 4.66 -0.21 1.39
H 2.70 -1.36 3.51
*
```

The value obtained for the HOMO-LUMO gap is 0.3610 hartree. The calculation puts the HOMO energy at -9.5 eV. The LUMO energy comes out at 0.4 eV. As for the total energy: -63835.13639 eV.

***

# 5
Molecular formula: C2
Method: DFT, wB97M-V/def2-TZVPD

```
! wB97M-V def2-TZVPD RIJCOSX def2/J DEFGRID3
* xyz 0 1
C 0.00 0.00 0.66
C 0.00 0.00 -0.66
*
```

The value obtained for the HOMO-LUMO gap is 0.2397 hartree. The calculation puts the HOMO energy at -11.3 eV. The LUMO energy comes out at -4.8 eV. As for the total energy: -2064.51483 eV. The value obtained for the energy above the lowest of the compared OMol25 structures with the same formula, charge and spin is 5.0 kcal per mole.

***

# 6
Molecular formula: C20H10Br2MnN3O3S
Method: DFT, wB97M-V/def2-TZVPD

```
! wB97M-V def2-TZVPD RIJCOSX def2/J DEFGRID3
* xyz 0 5
Mn -1.44 -0.79 -1.64
Br -1.36 4.25 -1.33
C 0.06 3.03 -1.56
C 1.38 3.50 -1.58
C 2.44 2.66 -1.74
Br 4.20 3.35 -1.77
C 2.23 1.26 -1.89
C 3.23 0.29 -2.07
C 2.88 -1.03 -2.21
C 1.53 -1.40 -2.16
N 0.58 -0.51 -1.97
C 0.90 0.81 -1.85
C -0.23 1.68 -1.70
O -1.41 1.15 -1.72
H 1.54 4.57 -1.46
H 4.26 0.59 -2.10
H 3.63 -1.80 -2.36
H 1.23 -2.44 -2.26
O -5.01 -0.55 -0.09
C -3.82 -0.59 -0.30
O -3.27 -0.87 -1.45
C -2.84 -0.50 0.85
C -3.32 -0.22 2.14
C -2.42 -0.12 3.16
C -1.05 -0.33 2.90
C -0.07 -0.26 3.92
C 1.24 -0.49 3.64
C 1.63 -0.82 2.32
C 0.71 -0.89 1.32
C -0.65 -0.63 1.57
N -1.57 -0.68 0.56
H -4.39 -0.08 2.26
H -2.74 0.11 4.17
H -0.39 -0.02 4.92
H 1.99 -0.44 4.42
H 2.67 -1.03 2.11
H 1.01 -1.18 0.32
S -1.49 -2.65 -3.14
C -1.09 -3.32 -1.65
N -0.78 -3.62 -0.57
*
```

The value obtained for the HOMO-LUMO gap (alpha / beta) is 0.2460 / 0.2627 hartree. The calculation puts the HOMO energy (alpha / beta) at -8.4 / -8.5 eV. The LUMO energy (alpha / beta) comes out at -1.7 / -1.3 eV. As for the total energy: -213758.46383 eV. The value obtained for the energy above the lowest of the compared OMol25 structures with the same formula, charge and spin is 0.7 kcal per mole.